Density functional theory data (ωB97M-V/def2-TZVPD) for C20H24ClN2O4Pt as an isolated structure.

Cartesian coordinates (Å):
Pt (-0.0420, 0.1180, 0.2694)
C (-2.0117, -0.8713, 2.7023)
C (-3.0440, -0.0672, 1.9474)
C (-4.3932, -0.3716, 2.0717)
C (-5.3543, 0.3395, 1.3702)
C (-4.9809, 1.3594, 0.5094)
C (-3.6448, 1.7105, 0.3593)
C (-3.2436, 2.7892, -0.6180)
C (-2.7098, 0.9992, 1.1113)
N (-1.3211, 1.3925, 1.0073)
C (-0.8543, 2.4733, 1.5072)
C (-1.5791, 3.4174, 2.3987)
C (0.5757, 2.6807, 1.1351)
C (1.2472, 3.9936, 1.3242)
N (1.1374, 1.6549, 0.6155)
C (2.5152, 1.6134, 0.1825)
C (3.5082, 1.4912, 1.1569)
C (3.1854, 1.3918, 2.6267)
C (4.8218, 1.4405, 0.7150)
C (5.1220, 1.5011, -0.6372)
C (4.1102, 1.5895, -1.5762)
C (2.7774, 1.6390, -1.1873)
C (1.6840, 1.7394, -2.2138)
H (-2.4999, -1.5630, 3.3859)
H (-1.3321, -0.2470, 3.2837)
H (-1.4024, -1.4878, 2.0358)
H (-4.6901, -1.1778, 2.7311)
H (-6.4000, 0.0850, 1.4833)
H (-5.7321, 1.8936, -0.0592)
H (-4.0472, 2.9651, -1.3293)
H (-2.3508, 2.5116, -1.1807)
H (-3.0415, 3.7421, -0.1207)
H (-2.4995, 2.9739, 2.7691)
H (-1.8260, 4.3462, 1.8787)
H (-0.9323, 3.6779, 3.2385)
H (0.5614, 4.8028, 1.0722)
H (2.1413, 4.0549, 0.7087)
H (1.5407, 4.1252, 2.3693)
H (2.4377, 0.6239, 2.8110)
H (2.8094, 2.3388, 3.0262)
H (4.0786, 1.1356, 3.1922)
H (5.6163, 1.3350, 1.4434)
H (6.1545, 1.4748, -0.9610)
H (4.3493, 1.6120, -2.6322)
H (2.0874, 1.5984, -3.2139)
H (1.1859, 2.7123, -2.1849)
H (0.9150, 0.9820, -2.0595)
O (3.2778, -1.7223, 0.4025)
Cl (1.9279, -2.0088, 0.7463)
O (1.6563, -3.3868, 0.9392)
O (1.0226, -1.4833, -0.4263)
O (1.4813, -1.2136, 1.8783)

Output
- LUMO (eV) = -5.0
- energy relative to the best compared isomer or geometry (same formula, charge and spin) (eV) = 0.000
- molecular weight (u) = 587.0
- total charge = +1

---

Density functional theory data (ωB97M-V/def2-TZVPD) for C20H24ClN3O3 as an isolated structure.

Cartesian coordinates (Å):
C (-3.2033, -2.5639, 0.2714)
H (-3.7724, -2.6630, 1.0339)
H (-3.6607, -2.5069, -0.7675)
H (-2.5115, -3.4410, 0.1755)
C (-2.4238, -1.4353, 0.1140)
N (-1.5984, -1.3885, 1.4477)
C (-0.3799, -1.8184, 1.2137)
O (0.5957, -1.9846, 1.6427)
N (-0.2979, -1.6315, -0.4532)
C (-1.4082, -1.3617, -0.9115)
O (-1.7464, -0.9656, -2.0536)
C (0.8034, -2.0007, -1.2080)
H (0.5754, -2.7922, -2.1188)
H (1.4839, -2.7116, -0.4415)
C (1.8917, -1.0339, -1.6911)
O (2.9963, -1.3345, -1.6073)
N (1.4022, 0.0194, -1.7845)
H (0.3552, 0.3002, -1.5661)
C (2.2882, 1.4210, -2.2680)
H (3.0793, 0.9567, -2.5024)
C (2.4535, 2.2027, -1.0829)
C (3.1017, 1.5191, 0.2272)
C (2.5773, 1.0376, 1.1773)
C (3.1536, 0.1337, 2.3575)
C (4.7372, 0.2716, 1.8521)
C (5.2579, 0.0054, 0.6288)
C (4.7005, 1.0144, -0.1446)
H (5.2749, 2.2556, 0.1440)
H (4.8099, 1.0182, -1.0943)
H (4.7697, -0.9510, 0.2662)
H (6.2724, 0.0138, 0.5199)
H (5.1246, -0.7413, 2.5596)
H (5.1498, 1.0807, 2.5252)
H (2.8187, -1.0660, 2.0505)
H (2.8569, 0.3667, 3.1713)
H (1.5628, 1.2965, 1.2816)
H (3.1458, 3.0466, -1.5051)
H (1.5648, 2.6301, -0.3281)
H (1.6441, 1.9338, -2.9565)
H (-1.9821, -1.2515, 2.4413)
C (-3.2243, -0.0868, 0.4053)
C (-4.8334, 0.0130, 0.4628)
C (-5.5551, 1.0518, 0.2273)
C (-4.8950, 2.1939, 0.2171)
C (-3.5711, 2.4753, 0.1349)
C (-2.5559, 1.1881, 0.2193)
Cl (-0.9110, 1.3035, 0.2878)
H (-2.8349, 3.2234, 0.2348)
H (-5.4084, 3.3301, 0.0644)
H (-6.6644, 1.0858, 0.2300)
H (-5.1737, -0.9618, 0.1758)

Output
- LUMO (eV) = 0.3
- energy relative to the best compared isomer or geometry (same formula, charge and spin) (eV) = 19.137
- molecular weight (u) = 389.9

---

Density functional theory data (ωB97M-V/def2-TZVPD) for one molecule with the formula C20H24FNO3.

Cartesian coordinates (Å):
C (-3.6203, -2.0779, 0.5074)
C (-3.8298, -1.5008, -0.8886)
H (-4.3928, -2.2121, -1.5012)
H (-4.3866, -0.5624, -0.8342)
O (-2.6197, -1.3363, -1.6038)
C (-1.7075, -0.3673, -1.3096)
C (-0.4965, -0.5209, -1.9810)
C (0.5409, 0.3741, -1.8342)
C (0.3998, 1.4679, -0.9926)
C (-0.7987, 1.6298, -0.3126)
C (-1.8620, 0.7477, -0.4650)
O (-3.0609, 0.9185, 0.1815)
C (-3.2026, 1.9571, 1.1274)
C (-4.5952, 1.8375, 1.7284)
H (-4.7486, 2.6231, 2.4626)
H (-4.7126, 0.8706, 2.2103)
H (-5.3454, 1.9283, 0.9475)
H (-3.0874, 2.9352, 0.6395)
H (-2.4412, 1.8617, 1.9145)
H (-0.9145, 2.4744, 0.3455)
C (1.6036, 2.3507, -0.7317)
N (2.3820, 1.6776, 0.3033)
C (3.3646, 0.8031, -0.0054)
O (3.9657, 0.8015, -1.0562)
C (3.5974, -0.2498, 1.0830)
C (2.5161, -1.2625, 0.8320)
C (1.2736, -1.1748, 1.4472)
C (0.2345, -2.0373, 1.1644)
C (0.4260, -3.0231, 0.2138)
C (1.6495, -3.1339, -0.4247)
C (2.6796, -2.2637, -0.1182)
H (3.6274, -2.3420, -0.6286)
H (1.8006, -3.8990, -1.1706)
H (-0.3796, -3.6974, -0.0305)
H (-0.7046, -1.9234, 1.6814)
F (1.0609, -0.1958, 2.3701)
H (3.5156, 0.1871, 2.0777)
H (4.5820, -0.6939, 0.9466)
H (1.8935, 1.5534, 1.1780)
C (1.2882, 3.7790, -0.3074)
H (0.8262, 3.8020, 0.6769)
H (2.2066, 4.3587, -0.2631)
H (0.6161, 4.2397, -1.0262)
H (2.2374, 2.3621, -1.6242)
H (1.4683, 0.2165, -2.3625)
H (-0.3985, -1.3780, -2.6277)
H (-4.5840, -2.3032, 0.9563)
H (-3.1003, -1.3618, 1.1372)
H (-3.0341, -2.9922, 0.4499)

Output
- LUMO (eV) = 0.7
- structure (SMILES) = CCOc1ccc([C@@H](C)NC(=O)Cc2ccccc2F)cc1OCC
- energy relative to the best compared isomer or geometry (same formula, charge and spin) (eV) = 0.000
- molecular weight (u) = 345.4

---

Density functional theory data (ωB97M-V/def2-TZVPD) for C20H24GaN4O4 as an isolated structure.

Cartesian coordinates (Å):
Ga (-0.4439, -0.8214, -0.0955)
C (-2.5325, -2.6999, 0.6721)
N (-1.6985, -2.3826, -0.5205)
C (-0.9322, -3.5956, -0.9060)
C (-2.5265, -1.9003, -1.6521)
C (-2.9586, -0.4702, -1.3927)
N (-1.7761, 0.3912, -1.1357)
C (-2.2035, 1.5978, -0.3776)
C (-1.1321, 0.8188, -2.4059)
H (-3.2621, -3.4684, 0.4094)
H (-3.0441, -1.8144, 1.0364)
H (-1.8931, -3.0593, 1.4733)
H (-1.6183, -4.4122, -1.1380)
H (-0.2881, -3.8957, -0.0825)
H (-0.3150, -3.3869, -1.7758)
H (-3.3974, -2.5440, -1.7913)
H (-1.9226, -1.9586, -2.5584)
H (-3.5993, -0.4231, -0.5135)
H (-3.5305, -0.0848, -2.2393)
H (-3.0628, 2.0550, -0.8729)
H (-1.3901, 2.3170, -0.3542)
H (-2.4744, 1.3197, 0.6385)
H (-1.8456, 1.3817, -3.0109)
H (-0.7866, -0.0429, -2.9721)
H (-0.2747, 1.4498, -2.1806)
N (6.4297, -1.0823, -2.6024)
C (5.3484, -1.0559, -2.2157)
C (3.9888, -1.0213, -1.7323)
C (2.9435, -1.3525, -2.5896)
C (1.6399, -1.3116, -2.1240)
C (1.3593, -0.9417, -0.8057)
C (2.4231, -0.6268, 0.0440)
C (3.7309, -0.6637, -0.4133)
H (3.1587, -1.6379, -3.6108)
H (0.8439, -1.5725, -2.8129)
H (2.2441, -0.3672, 1.0793)
H (4.5535, -0.4194, 0.2455)
O (-0.7529, -0.6737, 3.8550)
C (-0.4909, -0.0654, 2.8571)
O (-0.7705, -0.5644, 1.6455)
C (0.1356, 1.2984, 2.8985)
C (0.2593, 1.9358, 4.1313)
C (0.8236, 3.2000, 4.2155)
C (1.2713, 3.8491, 3.0733)
C (1.1360, 3.2001, 1.8622)
C (0.5866, 1.9407, 1.7601)
N (1.5674, 3.8672, 0.6174)
O (2.1941, 4.8928, 0.7158)
O (1.2046, 3.3676, -0.4376)
H (-0.0921, 1.4231, 5.0170)
H (0.9141, 3.6868, 5.1770)
H (1.7111, 4.8352, 3.1114)
H (0.5475, 1.4887, 0.7844)

Output
- LUMO (eV) = -3.1
- energy relative to the best compared isomer or geometry (same formula, charge and spin) (eV) = 0.273
- molecular weight (u) = 454.2
- total charge = +1

---

Density functional theory data (ωB97M-V/def2-TZVPD) for C20H24I2IrN6OS2Se as an isolated structure.

Cartesian coordinates (Å):
Ir (1.5193, 0.7984, 0.6140)
I (2.2436, 1.2833, 3.3462)
C (4.2574, 1.3460, 2.6613)
I (4.3596, 1.1584, 0.5553)
H (4.8009, 0.5247, 3.1111)
H (4.6810, 2.3029, 2.9400)
S (0.7478, 0.5787, -1.5837)
C (-0.1841, 2.0451, -1.7880)
C (-1.1617, 2.0957, -2.7792)
C (-1.9342, 3.2312, -2.9551)
C (-3.0125, 3.2176, -3.9057)
N (-3.9090, 3.1802, -4.6236)
C (-1.6911, 4.3640, -2.1630)
C (-0.7068, 4.3168, -1.1878)
C (0.0194, 3.1468, -0.9687)
S (1.1566, 3.0515, 0.3456)
C (-2.4766, 5.5589, -2.3175)
N (-3.1107, 6.5137, -2.3936)
H (-1.3286, 1.2275, -3.4056)
H (-0.5186, 5.1870, -0.5709)
C (2.9172, -2.0947, -1.3599)
N (2.3430, -2.9487, -0.3326)
C (2.3211, -4.3796, -0.6262)
C (1.1858, -5.0357, 0.1275)
C (1.3721, -4.7347, 1.5983)
N (1.4775, -3.2918, 1.8006)
C (1.0649, -2.7983, 3.1049)
C (1.9871, -2.4546, 0.8715)
O (2.1288, -1.2298, 1.1513)
H (2.4138, -2.2811, -2.3085)
H (3.9837, -2.2993, -1.4830)
H (2.7864, -1.0531, -1.0969)
H (3.2793, -4.8309, -0.3490)
H (2.1975, -4.4964, -1.7022)
H (1.1733, -6.1101, -0.0480)
H (0.2363, -4.6163, -0.2129)
H (2.2709, -5.2312, 1.9776)
H (0.5231, -5.0917, 2.1804)
H (0.0216, -3.0620, 3.2852)
H (1.1662, -1.7200, 3.1376)
H (1.6802, -3.2380, 3.8928)
C (-1.8827, 2.6959, 2.0048)
N (-2.4549, 1.9316, 0.9047)
C (-3.5312, 2.3490, 0.1548)
C (-3.8043, 1.3684, -0.7305)
N (-2.8886, 0.3652, -0.5147)
C (-2.8133, -0.8810, -1.2714)
C (-2.0589, 0.7216, 0.4788)
Se (-0.6559, -0.3528, 1.1386)
H (-2.6610, 2.9182, 2.7327)
H (-1.4557, 3.6218, 1.6303)
H (-1.1021, 2.1054, 2.4713)
H (-4.0134, 3.2966, 0.3206)
H (-4.5693, 1.3020, -1.4848)
H (-3.7652, -1.0415, -1.7695)
H (-2.6128, -1.7086, -0.5988)
H (-2.0123, -0.8220, -2.0065)

Output
- LUMO (eV) = -3.8
- energy relative to the best compared isomer or geometry (same formula, charge and spin) (eV) = 0.044
- molecular weight (u) = 953.6
- total charge = +1

---

Density functional theory data (ωB97M-V/def2-TZVPD) for a 3-piece molecular cluster, C20H24IN7O2PS overall.

Cartesian coordinates (Å):
C (2.0374, 1.6636, 2.2248)
C (1.0995, 2.0360, 0.9812)
C (-0.0606, 3.1239, 1.3538)
N (-0.8715, 3.3147, 0.1384)
C (-0.9291, 4.2230, -0.9551)
N (-0.1402, 5.3072, -1.1174)
P (1.1027, 5.9537, -0.0804)
O (1.8925, 7.2079, -0.9653)
O (2.3518, 4.8582, 0.3007)
S (0.3747, 6.8711, 1.5021)
N (-1.9319, 3.9479, -1.9845)
C (-2.5136, 2.7265, -1.4232)
I (-4.0882, 1.6977, -2.5112)
N (-1.8583, 2.4104, -0.1844)
C (-2.3417, 1.2102, 0.5037)
C (-2.3001, -0.2376, -0.0776)
C (-2.8421, -1.5006, 0.6126)
N (-3.4666, -1.4133, 1.8837)
C (-3.5051, -0.1201, 2.4588)
C (-3.0194, 1.2400, 1.9275)
H (2.7534, 0.8331, 1.8578)
H (1.4519, 1.2671, 3.1194)
H (2.6873, 2.5711, 2.4611)
H (1.6516, 2.3996, 0.0516)
H (0.5435, 1.0709, 0.6612)
H (0.3456, 4.0583, 1.8573)
H (-0.6898, 2.5894, 2.1659)
H (-0.3371, 5.8561, -1.9812)
H (1.4626, 8.0735, -0.7334)
H (2.9172, 5.3670, 0.9373)
H (-1.8215, -0.3723, -1.1154)
H (-2.7803, -2.5137, 0.0699)
H (-3.9987, -0.0718, 3.5009)
H (-3.1423, 2.2158, 2.5247)
N (-1.1298, -4.7870, -1.2215)
C (-1.8624, -4.0796, -2.0962)
C (-2.7598, -4.6457, -2.9868)
C (-2.9092, -6.0251, -2.9795)
C (-2.1630, -6.7812, -2.0871)
C (-1.2948, -6.1193, -1.2338)
H (-1.7073, -3.0052, -2.0658)
H (-3.3269, -4.0247, -3.6691)
H (-3.6008, -6.5062, -3.6624)
H (-2.2541, -7.8595, -2.0545)
H (-0.6924, -6.6661, -0.5157)
N (2.9852, -1.7351, -0.6053)
C (2.7912, -3.0174, -0.2559)
C (3.6094, -3.7090, 0.6231)
C (4.6947, -3.0420, 1.1728)
C (4.9197, -1.7167, 0.8276)
C (4.0419, -1.1127, -0.0576)
H (1.9320, -3.4967, -0.7141)
H (3.4035, -4.7426, 0.8713)
H (5.3587, -3.5497, 1.8638)
H (5.7573, -1.1660, 1.2373)
H (4.1732, -0.0770, -0.3559)

Output
- LUMO (eV) = -3.7
- molecular weight (u) = 584.4
- total charge = +1

---

Density functional theory data (ωB97M-V/def2-TZVPD) for C20H24LuN2O3P2 as an isolated structure.

Cartesian coordinates (Å):
C (-1.4514, 3.5079, -1.7616)
C (-1.2441, 2.1631, -1.4840)
C (0.0436, 1.5680, -1.7256)
C (1.1277, 2.3846, -2.2103)
C (0.8640, 3.7651, -2.4091)
C (-0.3910, 4.3079, -2.2208)
C (2.3551, 1.7455, -2.3882)
C (2.5129, 0.3734, -2.1808)
C (1.3752, -0.3669, -1.7042)
C (1.5112, -1.7627, -1.4055)
C (2.7314, -2.3900, -1.5909)
C (3.8459, -1.6717, -2.0440)
C (3.7436, -0.3199, -2.3140)
H (-2.4434, 3.9587, -1.6255)
H (1.6571, 4.4000, -2.7926)
H (-0.5773, 5.3753, -2.3642)
H (3.1959, 2.3198, -2.7603)
H (2.8207, -3.4569, -1.3807)
H (4.7953, -2.1999, -2.1302)
H (4.6265, 0.2097, -2.6671)
N (0.2108, 0.2596, -1.4526)
Lu (0.0355, 0.2207, 2.2927)
C (-2.3536, 1.3198, -0.9014)
H (-2.3903, 0.3213, -1.3416)
H (-3.3170, 1.8237, -1.0293)
C (0.3353, -2.4935, -0.8031)
H (-0.6028, -2.1775, -1.2671)
H (0.4620, -3.5711, -0.9530)
P (-2.0784, 1.0843, 0.9057)
P (0.1366, -2.1356, 1.0011)
C (1.4081, -3.2708, 1.6368)
H (1.3327, -3.2956, 2.7305)
H (1.2692, -4.2852, 1.2424)
H (2.4031, -2.9097, 1.3592)
C (-1.3880, -3.0836, 1.3721)
H (-1.2671, -4.1492, 1.1359)
H (-1.6262, -2.9710, 2.4409)
H (-2.2184, -2.6741, 0.7831)
C (-2.4459, 2.8015, 1.4676)
H (-3.4100, 3.1457, 1.0745)
H (-2.4615, 2.8350, 2.5639)
H (-1.6545, 3.4833, 1.1395)
C (-3.6484, 0.2496, 1.3498)
H (-3.6152, 0.0728, 2.4331)
H (-4.5285, 0.8548, 1.0868)
H (-3.6959, -0.7282, 0.8551)
C (2.2081, -0.3178, 2.3061)
O (3.2816, -0.6087, 2.6665)
H (1.3062, 0.7545, 1.0481)
O (-1.5984, -2.3274, 4.8812)
N (-0.9350, -1.3185, 5.1181)
O (-0.2530, -0.8202, 4.0167)

Output
- LUMO (eV) = -3.9
- energy relative to the best compared isomer or geometry (same formula, charge and spin) (eV) = 1.657
- molecular weight (u) = 577.3
- total charge = +1

---

Density functional theory data (ωB97M-V/def2-TZVPD) for one molecule with the formula C20H24N2O6S.

Cartesian coordinates (Å):
C (-7.2839, -0.3262, -1.3787)
H (-7.6502, 0.6766, -1.1669)
H (-8.0998, -0.9070, -1.8023)
H (-6.4987, -0.2612, -2.1296)
C (-6.7671, -0.9977, -0.1065)
C (-6.1670, -2.3642, -0.4230)
H (-6.9054, -2.9990, -0.9081)
H (-5.8287, -2.8521, 0.4875)
H (-5.3085, -2.2647, -1.0837)
C (-5.7498, -0.1064, 0.6245)
N (-4.5486, 0.1888, -0.1246)
S (-3.2428, -0.8534, -0.0308)
O (-3.4133, -1.7179, 1.0990)
O (-2.9947, -1.4234, -1.3272)
C (-1.9488, 0.3221, 0.3295)
C (-1.2024, 0.8639, -0.6957)
C (-0.2272, 1.8087, -0.4215)
C (-0.0127, 2.2074, 0.8952)
C (-0.7692, 1.6444, 1.9271)
C (-1.7366, 0.7046, 1.6416)
H (-2.3276, 0.2491, 2.4192)
H (-0.5775, 1.9654, 2.9387)
O (0.9199, 3.1236, 1.2852)
C (1.6252, 3.8345, 0.2911)
H (2.1672, 4.6192, 0.8288)
H (0.9484, 4.3120, -0.4259)
C (2.6530, 2.9914, -0.4841)
O (2.9804, 3.2869, -1.6116)
N (3.1198, 1.9576, 0.2496)
C (4.0493, 0.9708, -0.1044)
C (4.3178, -0.0212, 0.8309)
C (5.2276, -1.0285, 0.5481)
C (5.8610, -1.0591, -0.6987)
C (5.6003, -0.0513, -1.6178)
C (4.7089, 0.9622, -1.3297)
H (4.5132, 1.7376, -2.0499)
H (6.1104, -0.0839, -2.5666)
O (6.7326, -2.0597, -1.0463)
C (6.6549, -3.1828, -0.1974)
C (6.6303, -2.7369, 1.2637)
H (6.5853, -3.5916, 1.9401)
O (5.4777, -1.9639, 1.5180)
H (7.5313, -2.1448, 1.4753)
H (7.5322, -3.7948, -0.4109)
H (5.7425, -3.7551, -0.4150)
H (3.8313, -0.0299, 1.7942)
H (2.7288, 1.8590, 1.1791)
H (0.3588, 2.2136, -1.2311)
H (-1.3806, 0.5272, -1.7044)
H (-4.7261, 0.4432, -1.0837)
H (-5.4115, -0.6075, 1.5327)
H (-6.2183, 0.8461, 0.8974)
H (-7.6113, -1.1320, 0.5798)

Output
- LUMO (eV) = 0.6
- structure (SMILES) = CC(C)CNS(=O)(=O)c1ccc(OCC(=O)Nc2ccc3c(c2)OCCO3)cc1
- energy relative to the best compared isomer or geometry (same formula, charge and spin) (eV) = 1.584
- molecular weight (u) = 420.5

---

no.,calculated total energy (hartree)
1,-1765.97797
2,-1626.06006
3,-1156.86659
4,-3221.03394
5,-5077.68355
6,-2347.14058
7,-3029.70639
8,-1735.65303